# 1
{"formula": "C2H5NO2", "method": "ωB97M-V/def2-TZVPD", "elements": ["C", "C", "H", "H", "H", "H", "H", "N", "O", "O"], "xyz": [[1.55, -0.57, 0.23], [-0.75, -0.68, -0.13], [1.54, -0.62, 1.55], [2.72, -0.07, -0.06], [1.49, -1.58, -0.32], [-0.64, 1.54, -0.18], [-0.54, -1.76, -0.22], [0.42, 0.07, -0.57], [0.29, 1.35, 0.11], [-1.83, -0.16, 0.22]], "max_force_ha_per_bohr": 0.0874, "gap_ha": 0.39271, "smiles": "CN(O)C=O", "e_above_lowest_kcal_mol": 102.04, "homo_energy_ev": -10.0663}

=====

# 2
{"formula": "C6H16Cl2N3OP", "method": "ωB97M-V/def2-TZVPD", "elements": ["C", "C", "C", "C", "C", "C", "N", "N", "N", "O", "P", "Cl", "Cl", "H", "H", "H", "H", "H", "H", "H", "H", "H", "H", "H", "H", "H", "H", "H", "H"], "xyz": [[0.44, 2.10, 0.93], [0.25, 1.94, -1.60], [2.60, -0.58, 1.09], [0.90, -2.30, 0.26], [0.90, 1.34, -0.39], [1.13, -0.84, 0.63], [-2.25, -1.86, -1.34], [0.68, -0.03, -0.49], [-3.44, 0.55, -0.47], [-2.32, -1.31, 1.24], [-2.11, -0.74, -0.09], [-3.30, 1.65, 0.88], [-4.90, -0.48, -0.39], [0.57, 1.48, 1.73], [0.95, 3.02, 0.81], [-0.62, 2.39, 0.83], [-0.55, 1.39, -2.03], [0.96, 1.98, -2.41], [0.02, 3.09, -1.42], [3.24, -0.33, 0.32], [2.48, 0.30, 1.81], [3.16, -1.39, 1.54], [-0.10, -2.51, 0.18], [1.21, -3.01, 1.01], [1.45, -2.39, -0.81], [2.06, 1.51, -0.33], [0.45, -0.47, 1.53], [-1.72, -1.80, -2.15], [-2.15, -2.71, -0.89]], "max_force_ha_per_bohr": 0.0822, "gap_ha": [0.22126, 0.22132], "e_above_lowest_kcal_mol": 0.00, "homo_energy_ev": [-8.1219, -8.1183]}

=====

# 3
{"formula": "C19H26N4OPdSSi", "method": "ωB97M-V/def2-TZVPD", "elements": ["Pd", "S", "C", "C", "C", "C", "C", "N", "H", "H", "H", "H", "N", "C", "N", "C", "C", "O", "C", "C", "H", "H", "H", "H", "H", "H", "H", "H", "C", "Si", "C", "C", "N", "C", "C", "C", "C", "C", "C", "H", "H", "H", "H", "H", "H", "H", "H", "H", "H", "H", "H", "H", "H"], "xyz": [[-0.47, 0.55, 1.41], [-1.69, -1.11, 3.83], [-1.81, -2.06, 2.44], [-2.10, -3.44, 2.53], [-2.15, -4.21, 1.40], [-1.92, -3.60, 0.16], [-1.68, -2.24, 0.15], [-1.65, -1.48, 1.23], [-2.25, -3.88, 3.51], [-2.38, -5.27, 1.45], [-1.92, -4.18, -0.76], [-1.51, -1.73, -0.79], [-0.82, 2.62, 2.63], [-0.86, 2.56, 1.45], [-1.04, 3.18, 0.25], [-2.20, 4.05, 0.20], [-3.48, 3.22, 0.00], [-3.40, 2.45, -1.17], [-2.29, 1.57, -1.10], [-0.96, 2.31, -0.92], [-2.07, 4.73, -0.66], [-2.26, 4.63, 1.13], [-4.37, 3.86, -0.10], [-3.61, 2.56, 0.87], [-2.31, 1.00, -2.03], [-2.41, 0.88, -0.23], [-0.73, 2.92, -1.80], [-0.17, 1.57, -0.72], [1.84, 0.10, 2.64], [2.18, -0.83, 0.99], [1.96, -2.74, 1.24], [4.12, -0.76, 0.89], [1.24, -0.29, -0.31], [1.49, -0.06, -1.59], [2.76, 0.22, -2.14], [2.92, 0.60, -3.45], [1.83, 0.69, -4.31], [0.58, 0.34, -3.83], [0.41, -0.04, -2.52], [2.39, -0.34, 3.48], [0.76, 0.03, 2.89], [2.11, 1.15, 2.57], [2.44, -3.08, 2.15], [2.40, -3.28, 0.40], [0.91, -3.01, 1.29], [4.58, -1.07, 1.82], [4.47, 0.24, 0.65], [4.46, -1.43, 0.11], [3.62, 0.15, -1.49], [3.92, 0.84, -3.82], [1.96, 1.04, -5.33], [-0.28, 0.37, -4.50], [-0.57, -0.32, -2.16]], "max_force_ha_per_bohr": 0.0223, "gap_ha": 0.20027, "total_charge": -2, "e_above_lowest_kcal_mol": 34.92, "homo_energy_ev": -0.3344}